--- P ---
The following is a quantum chemistry calculation of 2 unconnected molecules or ions with the total composition C3H10N2S, from OMol25.

Results
Structure (SMILES)   [H]/N=C/N.CCS
Kohn-Sham gap   9.8 eV
LUMO energy   0.7 eV
HOMO energy   -9.11 eV

Last column: Löwdin charge in e.
Geometry (Å):
H (-3.020, -1.648, -2.591)  0.0450
N (-2.303, -0.857, -2.734)  -0.0036
C (-1.301, -1.170, -1.894)  -0.3155
N (-0.096, -0.391, -2.109)  0.0332
H (-1.342, -1.860, -1.015)  0.1087
H (-0.235, 0.412, -2.754)  0.0981
H (0.781, -0.600, -1.718)  0.0439
C (0.130, -0.010, 1.917)  -0.2085
C (1.023, 1.131, 1.768)  -0.6561
S (2.773, 1.025, 1.240)  0.6901
H (0.506, -0.941, 2.309)  0.0539
H (-0.529, -0.298, 1.062)  0.0543
H (-0.703, 0.207, 2.777)  0.1266
H (0.980, 1.703, 2.697)  0.0583
H (0.631, 1.898, 1.031)  0.0839
H (2.705, 1.401, 0.014)  -0.2123

--- Q ---
The following is a quantum chemistry calculation of 2 unconnected molecules or ions with the total composition C3H10N2S, from OMol25.

Results
Kohn-Sham gap   6.1 eV
LUMO energy   -0.8 eV
HOMO energy   -6.91 eV

Last column: Löwdin charge in e.
Geometry (Å):
C (1.559, -1.023, 1.826)  -0.0055
N (2.830, -0.765, 1.668)  0.1011
H (1.119, -1.386, 2.778)  0.1136
H (0.947, -0.653, 0.981)  -0.1169
H (3.075, -0.322, 0.761)  0.1488
H (3.552, -1.061, 2.323)  0.1283
C (-1.581, 0.205, -1.899)  -0.3653
C (-1.019, -0.560, -0.688)  -0.6933
S (-0.697, 0.446, 0.794)  0.3802
N (-0.684, 1.329, -2.362)  -0.0523
H (-2.579, 0.612, -1.689)  0.0940
H (-1.698, -0.537, -2.725)  0.1014
H (-0.078, -1.001, -1.053)  0.0454
H (-1.704, -1.377, -0.417)  0.0470
H (0.240, 1.011, -2.731)  0.0600
H (-0.512, 1.889, -1.508)  0.0134

Which structure is the most stable? The one labeled P.

--- P ---
The following is a quantum chemistry calculation of C3H10N2S in the gas phase, from OMol25.

Results
Structure (SMILES)   NC[C@H](N)CS
Kohn-Sham gap   9.8 eV
LUMO energy   0.9 eV
HOMO energy   -8.90 eV

Last column: Löwdin charge in e.
Geometry (Å):
N (0.663, -2.196, 0.148)  -0.0045
C (0.177, -1.056, 0.901)  -0.2637
C (0.249, 0.295, 0.169)  -0.4972
N (0.458, 1.336, 1.191)  0.0103
C (-0.932, 0.523, -0.785)  -0.5248
S (-0.697, 2.055, -1.736)  0.7187
H (1.652, -2.268, -0.010)  0.0663
H (0.047, -2.399, -0.622)  0.0542
H (-0.741, -1.326, 1.400)  0.1107
H (0.906, -0.924, 1.707)  0.1090
H (1.175, 0.355, -0.403)  0.1244
H (0.502, 2.243, 0.716)  0.0392
H (-0.438, 1.531, 1.655)  0.0742
H (-1.051, -0.386, -1.364)  0.0717
H (-1.801, 0.702, -0.146)  0.0711
H (-0.170, 1.514, -2.820)  -0.1596

--- Q ---
The following is a quantum chemistry calculation of C3H10N2S in the gas phase, from OMol25.

Results
Structure (SMILES)   NC[C@@H](N)CS
Kohn-Sham gap   9.9 eV
LUMO energy   1.0 eV
HOMO energy   -8.89 eV

Last column: Löwdin charge in e.
Geometry (Å):
N (-2.152, 0.147, 0.841)  -0.0029
C (-1.108, 0.701, -0.013)  -0.2743
C (0.221, 0.000, 0.222)  -0.5042
N (0.152, -1.392, -0.168)  0.0385
C (1.356, 0.748, -0.497)  -0.5410
S (2.991, 0.311, 0.156)  0.6975
H (-1.996, -0.836, 1.018)  0.0507
H (-3.065, 0.173, 0.392)  0.0674
H (-0.967, 1.742, 0.253)  0.1038
H (-1.331, 0.671, -1.084)  0.1178
H (0.428, 0.060, 1.297)  0.1273
H (-0.689, -1.669, -0.635)  0.0681
H (0.592, -2.049, 0.452)  0.0738
H (1.223, 1.811, -0.311)  0.0652
H (1.335, 0.489, -1.551)  0.0738
H (3.011, -0.906, -0.371)  -0.1616

Which structure is the most stable? The one labeled Q.

--- P ---
The following is a quantum chemistry calculation of a gas-phase ion, C2H4ClN2S2 (charge +1), from OMol25.

Results
Structure (SMILES)   C/C(=N\SCl)[NH+]=S
Kohn-Sham gap (spin up / spin down)   7.3 / 7.2 eV
Charge   +1
LUMO energy (spin up / spin down)   -7.3 / -6.9 eV
HOMO energy (spin up / spin down)   -14.59 / -14.09 eV

Last column: Löwdin charge in e.
Geometry (Å):
C (-0.571, 0.934, -0.051)  -0.0057
C (-1.651, -0.126, -0.331)  -0.4584
N (-1.952, -0.467, -1.545)  -0.3011
S (-1.554, -0.692, -3.071)  0.7234
Cl (0.439, -0.741, -3.635)  0.2038
N (-2.304, -0.491, 0.775)  -0.2810
S (-2.243, -0.139, 2.569)  0.7797
H (0.179, 0.235, 0.311)  0.0984
H (-0.618, 1.538, 0.871)  0.0789
H (-0.164, 1.485, -0.925)  0.1012
H (-2.494, -1.457, 0.749)  0.0609

--- Q ---
The following is a quantum chemistry calculation of a gas-phase ion, C2H4ClN2S2 (charge +1), from OMol25.

Results
Kohn-Sham gap   8.7 eV
Charge   +1
LUMO energy   -5.8 eV
HOMO energy   -14.44 eV

Last column: Löwdin charge in e.
Geometry (Å):
C (-1.222, -0.029, -0.348)  -0.5948
C (0.201, 0.425, -0.309)  0.0265
N (-2.046, 0.643, -1.030)  0.0079
N (-1.591, -1.089, 0.402)  -0.2933
S (-3.161, -1.745, 0.182)  0.7238
S (-3.933, -0.108, -0.754)  0.4197
Cl (-4.616, 1.221, 0.612)  0.2697
H (0.387, 1.148, -1.098)  0.1020
H (0.878, -0.416, -0.431)  0.1025
H (0.380, 0.902, 0.654)  0.1098
H (-0.944, -1.612, 0.976)  0.1263

Which structure is the most stable? The one labeled Q.

--- P ---
The following is a quantum chemistry calculation of a gas-phase ion, C8H16N3O (charge +1), from OMol25.

Results
Structure (SMILES)   CCCC[NH2+]/C=N/C=C\N=C\O
Kohn-Sham gap   7.9 eV
Charge   +1
LUMO energy   -3.9 eV
HOMO energy   -11.77 eV

Last column: Löwdin charge in e.
Geometry (Å):
C (-1.873, 3.633, -1.430)  -0.1234
C (-0.928, 2.520, -1.025)  -0.2452
C (-1.802, 1.248, -0.932)  -0.2147
C (-0.794, 0.145, -0.736)  -0.1536
N (-0.360, 0.210, 0.713)  0.0279
C (0.359, -0.847, 1.375)  -0.1450
N (1.574, -0.559, 1.706)  0.0913
C (2.459, -1.489, 2.177)  -0.1566
C (2.612, -2.818, 1.933)  -0.1234
N (1.844, -3.354, 1.023)  0.0665
C (1.611, -3.056, -0.192)  -0.2376
O (0.697, -3.668, -0.964)  0.0736
H (-2.921, 3.361, -1.541)  0.0684
H (-1.655, 3.867, -2.439)  0.0555
H (-1.934, 4.682, -0.903)  0.1240
H (-0.173, 2.543, -1.792)  0.1177
H (-0.689, 2.602, 0.105)  0.1301
H (-2.620, 1.249, -0.092)  0.1668
H (-2.331, 1.071, -1.883)  0.1294
H (-1.191, -0.831, -1.135)  0.1505
H (0.115, 0.343, -1.302)  0.1291
H (-1.099, 0.735, 1.234)  0.1816
H (0.291, 1.041, 0.669)  0.1693
H (-0.404, -1.639, 1.542)  0.1677
H (3.188, -0.829, 2.720)  0.1274
H (3.436, -3.390, 2.361)  0.1357
H (2.212, -2.323, -0.722)  0.1534
H (0.374, -4.445, -0.471)  0.1336

--- Q ---
The following is a quantum chemistry calculation of a gas-phase ion, C8H16N3O (charge +1), from OMol25.

Results
Structure (SMILES)   CN[C@@]1(C)CC(C)=N/[N+]1=C(\C)O
Kohn-Sham gap   10.0 eV
Charge   +1
LUMO energy   -3.4 eV
HOMO energy   -13.35 eV

Last column: Löwdin charge in e.
Geometry (Å):
C (2.228, -1.865, 0.400)  -0.0484
N (1.259, -0.785, 0.755)  -0.0594
C (0.254, -0.364, -0.123)  -0.4023
C (0.640, -0.718, -1.668)  0.0479
C (-1.193, -0.968, 0.132)  0.0037
C (-2.008, 0.313, 0.330)  -0.2610
C (-3.463, 0.333, 0.390)  -0.0202
N (-1.300, 1.414, 0.264)  0.1718
N (0.013, 1.118, 0.085)  0.0174
C (1.003, 1.998, 0.037)  -0.3038
C (0.876, 3.434, -0.110)  0.0466
O (2.230, 1.579, 0.189)  0.1628
H (1.870, -2.876, 0.174)  0.1018
H (2.931, -1.420, -0.367)  0.1132
H (2.862, -1.931, 1.238)  0.0735
H (0.740, -1.118, 1.561)  0.1336
H (1.640, -0.418, -1.798)  0.0558
H (0.002, -0.524, -2.462)  0.0697
H (0.730, -1.832, -1.612)  0.1001
H (-1.027, -1.647, 0.986)  0.1343
H (-1.633, -1.576, -0.613)  0.1137
H (-3.785, 0.260, 1.395)  0.0759
H (-3.904, -0.661, 0.148)  0.1107
H (-3.869, 1.341, 0.022)  0.1341
H (-0.161, 3.858, 0.118)  0.1330
H (1.067, 3.668, -1.141)  0.1093
H (1.635, 3.981, 0.382)  0.0919
H (2.155, 0.620, 0.462)  0.0943

Which structure is the most stable? The one labeled Q.

--- P ---
The following is a quantum chemistry calculation of H5NOSSi in the gas phase, from OMol25.

Results
Structure (SMILES)   N[Si@@H](O)S
Kohn-Sham gap   9.5 eV
LUMO energy   0.5 eV
HOMO energy   -8.94 eV

Last column: Löwdin charge in e.
Geometry (Å):
N (-0.170, -0.471, 0.929)  -0.1298
Si (-0.001, 0.672, -0.466)  0.1401
O (0.362, 2.221, -0.157)  -0.2217
S (1.664, -0.226, -1.614)  0.3485
H (-0.707, -1.303, 0.601)  0.0262
H (0.559, -0.826, 1.495)  -0.0026
H (-0.971, 0.984, -1.653)  0.0001
H (0.513, 2.907, 0.492)  0.0634
H (1.046, -1.387, -1.909)  -0.2240

--- Q ---
The following is a quantum chemistry calculation of 2 unconnected molecules or ions with the total composition H5NOSSi, from OMol25.

Results
Structure (SMILES)   N[SiH]=S.O
Kohn-Sham gap   8.6 eV
LUMO energy   -0.1 eV
HOMO energy   -8.63 eV

Last column: Löwdin charge in e.
Geometry (Å):
N (0.890, -1.645, 0.725)  -0.1732
Si (0.982, -0.209, -0.144)  0.1637
S (0.924, 1.401, 1.065)  0.1246
H (0.251, -2.350, 0.414)  0.0135
H (1.485, -2.085, 1.390)  0.0226
H (0.797, -0.723, -1.552)  -0.0431
O (-1.520, 1.585, -0.793)  -0.1169
H (-2.441, 1.633, -0.814)  -0.0019
H (-1.368, 2.394, -0.291)  0.0107

--- R ---
The following is a quantum chemistry calculation of a molecular structure, H5NOSSi, from OMol25.

Results
Kohn-Sham gap   9.1 eV
LUMO energy   0.5 eV
HOMO energy   -8.65 eV

Last column: Löwdin charge in e.
Geometry (Å):
N (-1.580, -0.969, -0.055)  -0.1448
O (0.064, 1.329, 0.620)  -0.2169
Si (0.317, 0.443, -0.650)  0.3438
S (2.234, -0.457, -0.126)  0.4099
H (-1.507, -1.902, -0.506)  -0.0548
H (-1.498, -0.944, 0.941)  -0.0933
H (-0.753, 1.404, 1.025)  0.0226
H (0.350, 0.696, -2.125)  -0.0472
H (2.373, 0.400, 0.877)  -0.2193

Which structure is the most stable? The one labeled P.

--- P ---
The following is a quantum chemistry calculation of 2 unconnected molecules or ions with the total composition C5H15NO, from OMol25.

Results
2S+1   2
Kohn-Sham gap (spin up / spin down)   11.4 / 6.3 eV
Charge   +1
LUMO energy (spin up / spin down)   -3.5 / -8.5 eV
HOMO energy (spin up / spin down)   -14.84 / -14.84 eV

Last column: Löwdin charge in e.
Geometry (Å):
C (-2.369, 0.203, -0.210)  0.0120
C (-0.822, 0.341, -0.331)  -0.3339
C (-0.093, -0.588, 0.688)  -0.3741
C (0.305, 0.257, 1.899)  -0.0466
C (1.166, -1.219, 0.108)  -0.0690
N (-0.572, -0.026, -1.688)  0.3240
H (-2.683, -0.840, -0.270)  0.1021
H (-2.709, 0.633, 0.743)  0.1181
H (-2.904, 0.776, -0.968)  0.0930
H (-0.506, 1.373, -0.147)  0.1690
H (-0.753, -1.394, 1.002)  0.1423
H (-0.513, 0.844, 2.287)  0.0856
H (1.140, 0.907, 1.629)  0.0850
H (0.734, -0.395, 2.664)  0.1010
H (1.040, -1.933, -0.707)  0.0864
H (1.996, -0.522, 0.005)  0.0659
H (1.571, -1.851, 0.896)  0.0973
H (-0.524, -1.021, -1.920)  0.1620
H (-1.091, 0.453, -2.427)  0.1665
H (2.788, 1.608, -0.406)  0.0443
H (1.934, 1.202, -1.568)  0.0208
O (2.865, 1.193, -1.279)  -0.0516

--- Q ---
The following is a quantum chemistry calculation of 2 unconnected molecules or ions with the total composition C5H15NO, from OMol25.

Results
2S+1   2
Kohn-Sham gap (spin up / spin down)   10.8 / 6.1 eV
Charge   +1
LUMO energy (spin up / spin down)   -3.5 / -8.2 eV
HOMO energy (spin up / spin down)   -14.32 / -14.32 eV

Last column: Löwdin charge in e.
Geometry (Å):
C (-0.148, 0.073, 0.809)  -0.1978
C (0.622, 1.061, -0.073)  -0.1422
C (0.103, 1.296, -1.584)  -0.4270
C (1.452, 1.828, -2.358)  -0.0283
C (-0.489, 0.066, -2.172)  -0.1234
N (-1.498, 0.420, 1.090)  0.2961
H (0.133, -0.141, 1.864)  0.1611
H (-0.136, -0.906, 0.442)  0.1320
H (0.533, 2.171, 0.326)  0.1582
H (1.687, 0.688, -0.093)  0.1364
H (-0.727, 2.067, -1.572)  0.1350
H (1.202, 1.991, -3.372)  0.0536
H (2.099, 0.864, -2.330)  0.1112
H (1.802, 2.674, -1.729)  0.0861
H (-0.620, 0.197, -3.255)  0.0893
H (-1.537, -0.256, -1.795)  0.1046
H (0.225, -0.784, -2.012)  0.0991
H (-1.949, 1.105, 0.446)  0.1689
H (-1.896, 0.276, 2.049)  0.1862
H (0.657, -3.902, 4.228)  0.0438
H (0.364, -3.869, 2.723)  0.0304
O (-0.074, -3.882, 3.590)  -0.0735

Which structure is the most stable? The one labeled P.